Entry 1:
The following is a DFT calculation (ωB97M-V/def2-TZVPD) of a molecular structure, C39H39Br2N2O4PSn.

Properties
* Kohn-Sham gap (alpha / beta): 6.33 / 5.93 eV
* HOMO (alpha / beta): -0.503 / -0.499 Ha
* charge: +2
* 2S+1: 1

Cartesian coordinates (Å):
Sn -0.03805 0.33672 -0.14858
C 7.37529 2.47992 -3.02617
C 6.74303 3.30265 -1.88628
C 6.72251 4.79144 -2.27575
C 7.59137 3.13819 -0.62512
C 5.32354 2.81073 -1.69887
C 4.90282 2.15933 -0.52056
C 3.62596 1.71031 -0.42077
Br 3.10756 0.79724 1.14260
C 2.64675 1.87196 -1.48461
O 1.46874 1.43097 -1.35244
C 3.08519 2.54873 -2.69962
C 4.38887 2.97108 -2.73974
C 2.22163 2.79909 -3.94225
C 2.81892 1.98173 -5.10224
C 0.74433 2.42417 -3.81856
C 2.28378 4.29889 -4.28594
H 8.40561 2.80664 -3.17221
H 6.84543 2.61558 -3.96969
H 7.38674 1.41531 -2.78673
H 7.74806 5.13707 -2.40849
H 6.25995 5.39749 -1.49498
H 6.19431 4.97220 -3.21179
H 8.58272 3.55177 -0.80674
H 7.72401 2.08861 -0.35422
H 7.16501 3.67349 0.22594
H 5.59042 2.00965 0.29812
H 4.73435 3.45744 -3.64010
H 2.78426 0.91210 -4.88706
H 3.85391 2.25711 -5.30722
H 2.23818 2.16190 -6.00767
H 0.59142 1.36252 -3.64815
H 0.24837 2.68212 -4.75517
H 0.25949 2.99192 -3.02025
H 3.28825 4.63522 -4.54104
H 1.92139 4.90699 -3.45455
H 1.64810 4.49248 -5.15035
Br -0.22449 3.35614 1.74700
C -1.31778 3.33556 0.21222
C -2.11810 4.41083 -0.12166
C -2.88506 4.30873 -1.27498
C -2.81949 3.16083 -2.05349
C -1.98895 2.14035 -1.64456
N -1.26053 2.23270 -0.52341
C -1.81477 0.86718 -2.46165
O -2.37563 0.76782 -3.51623
O -1.02260 -0.02298 -1.91218
H -2.13507 5.29354 0.50018
H -3.52578 5.13072 -1.56593
H -3.38247 3.03825 -2.96782
O -2.53404 -0.21464 2.17838
N -2.51133 -1.11755 1.10458
C -2.40513 -2.32613 1.48411
C -2.33721 -2.84256 2.87177
C -3.21160 -3.85810 3.24018
C -3.19575 -4.36928 4.52931
C -2.29419 -3.88657 5.46550
C -1.39768 -2.89257 5.11024
C -1.41987 -2.36662 3.81818
P -0.15950 -1.16787 3.39284
C 1.44822 -1.91143 3.21513
C 1.69297 -2.65846 2.05900
C 2.90215 -3.31285 1.90798
C 3.86588 -3.22478 2.90517
C 3.62405 -2.48883 4.05871
C 2.41750 -1.82900 4.22184
C -0.18102 0.25011 4.43222
C 0.93635 1.09838 4.50154
C 0.88342 2.23636 5.28289
C -0.28160 2.54919 5.97766
C -1.40088 1.72789 5.88796
C -1.36044 0.58374 5.11340
H -2.93851 0.57549 1.79882
H -2.40704 -3.03922 0.66467
H -3.91615 -4.24267 2.51349
H -3.88956 -5.15296 4.80251
H -2.28164 -4.28806 6.46957
H -0.68256 -2.52762 5.83818
H 0.93902 -2.72696 1.28292
H 3.09390 -3.89321 1.01574
H 4.80886 -3.74197 2.78721
H 4.37215 -2.43913 4.83829
H 2.22216 -1.27763 5.13196
H 1.83750 0.86201 3.95052
H 1.74829 2.88262 5.35517
H -0.31655 3.43864 6.59300
H -2.30323 1.98001 6.42814
H -2.23014 -0.05690 5.03820

---

Entry 2:
The following is a DFT calculation (ωB97M-V/def2-TZVPD) of a molecular structure, C39H39ClFN6O5PbS at a distorted geometry.

Properties
* Kohn-Sham gap (alpha / beta): 4.35 / 4.38 eV
* HOMO (alpha / beta): -0.357 / -0.357 Ha
* charge: +1
* 2S+1: 1

Cartesian coordinates (Å):
Pb 0.51646 0.66370 0.89279
C -0.20835 4.19671 2.08600
C 0.71066 3.48954 2.95466
C 1.89460 3.15207 2.25966
C 1.72446 3.59831 0.85495
C 0.44409 4.20050 0.79689
C -0.20289 4.77385 -0.43264
C 2.75326 3.42335 -0.23869
C 3.14504 2.48490 2.79864
C 0.34924 3.21311 4.38977
C -1.48866 4.89439 2.45741
H -0.33692 5.86207 -0.33925
H -1.20070 4.31337 -0.57732
H 0.42647 4.57228 -1.31301
H 2.57996 4.20271 -1.01614
H 2.60644 2.45364 -0.74754
H 3.81209 3.48042 0.09850
H 4.03163 3.14405 2.75855
H 3.39762 1.53424 2.26543
H 2.97190 2.21593 3.85664
H -0.61948 2.68175 4.45186
H 0.26886 4.15943 4.96883
H 1.11798 2.59222 4.87010
H -1.58599 5.84016 1.88561
H -1.54723 5.04294 3.54030
H -2.41604 4.32113 2.16716
N -7.15366 -2.54737 2.06325
C -6.25913 -1.51598 2.14525
C -5.00935 -1.70739 2.80156
C -4.09574 -0.67266 2.85828
C -4.36516 0.52901 2.21687
C -5.58632 0.75144 1.57716
C -6.51816 -0.26643 1.55077
S -2.97047 1.66588 2.15557
O -2.34667 1.60154 3.45761
O -3.50622 2.91330 1.60100
N -1.99095 0.86843 1.14552
C -2.28103 0.45861 -0.10530
N -1.21336 -0.08922 -0.74583
C -1.34820 -0.48915 -2.02069
C -2.57585 -0.43735 -2.64444
C -3.62056 0.11289 -1.91984
N -3.48659 0.56266 -0.67370
H -7.06662 -3.29430 2.73172
H -8.09102 -2.31530 1.76721
H -4.77116 -2.65570 3.29418
H -3.15929 -0.76814 3.39472
H -5.76509 1.67764 1.03526
H -7.45851 -0.12137 1.02891
H -0.45077 -0.87483 -2.48952
H -2.71095 -0.81423 -3.65072
H -4.60712 0.25418 -2.34161
C 3.41141 -5.25151 -3.20416
C 3.69153 -3.95023 -3.96442
C 3.22848 -4.04429 -5.42914
C 3.57953 -2.75219 -6.17516
C 3.06735 -1.53183 -5.45426
C 2.77401 -0.33997 -6.13837
C 2.22452 0.73208 -5.43571
F 1.88981 1.85247 -6.11052
C 2.00382 0.70505 -4.07707
C 2.34362 -0.45398 -3.34118
C 2.12560 -0.47966 -1.87995
O 1.62512 0.58775 -1.39009
C 2.37826 -1.74775 -1.23869
C 2.88295 -2.80975 -1.96241
N 3.09179 -2.77592 -3.31336
C 2.84970 -1.58272 -4.03023
C 2.13846 -2.01893 0.24110
O 2.03160 -3.22156 0.57596
O 2.11901 -1.01089 1.02704
H 3.75631 -6.11277 -3.79071
H 2.31982 -5.36511 -3.00785
H 3.92569 -5.26193 -2.23685
H 4.80180 -3.77688 -3.95825
H 2.12904 -4.24510 -5.45448
H 3.72578 -4.91161 -5.89003
H 3.16941 -2.78645 -7.19624
H 4.68118 -2.68505 -6.29870
H 2.97527 -0.27711 -7.19856
H 1.56388 1.54550 -3.56767
H 3.12266 -3.71457 -1.44580
Cl 1.60308 -0.97244 6.47941
C 0.66146 -1.37791 5.08087
C -0.11420 -2.53490 5.00098
C -0.80784 -2.83208 3.83691
C -0.70320 -1.94789 2.77281
N -0.04796 -0.80309 2.88487
C 0.64492 -0.53008 3.96784
H -0.16670 -3.22883 5.82042
H -1.39181 -3.74898 3.76479
H -1.22690 -2.09458 1.83877
H 1.18521 0.42278 3.97578

---

Entry 3:
The following is a DFT calculation (ωB97M-V/def2-TZVPD) of a molecular structure, C39H39MoN2O3STe at a distorted geometry.

Properties
* Kohn-Sham gap (alpha / beta): 6.25 / 6.67 eV
* HOMO (alpha / beta): -0.506 / -0.508 Ha
* charge: +2
* 2S+1: 2

Cartesian coordinates (Å):
Mo -0.22449 1.86671 0.32552
C -0.51300 1.80151 3.52575
N -0.74709 0.92189 2.34148
C -0.00125 -0.32769 2.61813
C -2.20824 0.65053 2.26308
C -2.84999 1.86979 1.69832
C -4.13805 2.25241 2.03640
C -4.66203 3.42861 1.51719
C -3.89915 4.22010 0.66752
C -2.61889 3.83142 0.31407
C -2.07188 2.64401 0.82044
H -0.89378 1.29623 4.41501
H -1.02630 2.75030 3.38997
H 0.55317 1.97319 3.64766
H -0.27781 -0.70504 3.60591
H 1.07366 -0.12192 2.60056
H -0.25122 -1.07923 1.88007
H -2.59183 0.38813 3.25305
H -2.35815 -0.21695 1.61178
H -4.72645 1.65331 2.72070
H -5.66337 3.73548 1.78870
H -4.30405 5.14297 0.27534
H -2.05242 4.45267 -0.36545
O 0.41751 3.83616 -3.02518
C 0.55918 3.80379 -1.84944
O -0.34920 3.01390 -1.11631
C 1.56215 4.55553 -1.05420
C 2.17553 5.59624 -1.74465
C 3.15846 6.37281 -1.14916
C 3.55115 6.10477 0.14782
C 2.95458 5.06795 0.85306
C 1.95799 4.29960 0.26530
S 1.29582 3.08625 1.38949
H 1.87064 5.78336 -2.76536
H 3.61769 7.17938 -1.70345
H 4.32160 6.70011 0.61854
H 3.25889 4.85884 1.87049
C -3.78727 -5.49626 2.06891
C -2.78145 -4.57077 1.45343
C -1.48607 -4.48838 1.95092
C -0.50450 -3.68046 1.38447
C 0.85712 -3.69598 2.02537
C -0.87844 -2.92571 0.26439
Te 0.46528 -1.90143 -0.99103
N 0.24446 0.10031 -0.62938
C 0.99617 0.74244 -1.68288
O 1.93282 1.46971 -1.34874
C 0.62472 0.55926 -3.09551
C -0.66492 0.21551 -3.49585
C -0.96385 0.12143 -4.84210
C 0.02865 0.35659 -5.78766
C 1.31463 0.70265 -5.39325
C 1.61429 0.81654 -4.04686
C 2.37195 -2.16873 -0.17820
C 3.03263 -1.13926 0.47538
C 4.32046 -1.37124 0.93600
C 4.91248 -2.60967 0.72942
C 4.23294 -3.61932 0.06401
C 2.93943 -3.42336 -0.41070
C 2.19350 -4.51683 -1.12769
C -2.18206 -2.96145 -0.26416
C -2.62685 -2.12077 -1.43393
C -3.11476 -3.78196 0.35576
H -3.59813 -5.63851 3.13158
H -3.73098 -6.47573 1.58965
H -4.80167 -5.12371 1.93823
H -1.21854 -5.07666 2.82130
H 1.51444 -4.42767 1.54991
H 0.75912 -3.98521 3.06969
H 1.36450 -2.73473 1.98552
H -1.44663 0.06885 -2.76017
H -1.96922 -0.11918 -5.15919
H -0.20807 0.28075 -6.84061
H 2.07815 0.89549 -6.13393
H 2.60446 1.10468 -3.72077
H 2.57728 -0.16826 0.61413
H 4.85677 -0.58337 1.44668
H 5.91749 -2.79140 1.08589
H 4.71150 -4.57814 -0.09049
H 2.75163 -5.45051 -1.10711
H 2.02787 -4.27073 -2.18129
H 1.22262 -4.72753 -0.66573
H -2.42391 -1.05999 -1.25565
H -3.70066 -2.21618 -1.57834
H -2.15300 -2.41207 -2.37535
H -4.12574 -3.81013 -0.03225

---

Entry 4:
The following is a DFT calculation (ωB97M-V/def2-TZVPD) of a molecular structure, C39H40AsBIN8PV at a distorted geometry.

Properties
* Kohn-Sham gap (alpha / beta): 6.98 / 8.30 eV
* HOMO (alpha / beta): -0.238 / -0.287 Ha
* 2S+1: 4

Cartesian coordinates (Å):
V -0.56064 -0.13593 1.53368
C -4.66931 0.33798 1.40815
C -3.49656 -0.27169 0.94774
N -2.46989 0.07872 1.71411
N -2.94855 0.88486 2.68014
C -4.27295 1.06165 2.51490
B -2.07918 1.22200 3.90635
N -0.96254 2.21684 3.53470
C -0.61909 3.35630 4.16131
C 0.61108 3.75501 3.68174
C 0.94827 2.77286 2.74187
N -0.00815 1.85846 2.65727
N -1.36626 -0.09564 4.28755
C -1.39832 -0.77386 5.44796
C -0.62135 -1.90603 5.30827
C -0.13802 -1.84309 3.99820
N -0.59790 -0.74801 3.39519
H -5.66120 0.25734 1.00016
H -3.35101 -0.96101 0.13570
H -4.83595 1.69130 3.18257
H -2.73682 1.63926 4.80932
H -1.26460 3.81470 4.89104
H 1.18557 4.61472 3.97775
H 1.84138 2.69620 2.14097
H -1.96258 -0.41467 6.29121
H -0.43629 -2.66955 6.04248
H 0.50398 -2.53524 3.47851
C 3.22168 0.71943 -3.25723
C 2.82111 -0.59663 -3.07395
C 2.33502 -1.01442 -1.84272
C 2.27960 -0.12709 -0.77264
C 2.69097 1.19259 -0.96489
C 3.14590 1.61896 -2.20367
P 1.79598 -0.62447 0.93287
C 3.49098 -0.99966 1.54529
C 3.80109 -0.64862 2.85808
C 5.07788 -0.85477 3.36035
C 6.05303 -1.42746 2.55948
C 5.74752 -1.79709 1.25625
C 4.47817 -1.57531 0.74738
C 0.98496 -2.23596 0.69803
C 1.54814 -3.49163 0.49296
C 0.70260 -4.58391 0.35491
C -0.67440 -4.40394 0.44372
C -1.21454 -3.14933 0.69824
C -0.40209 -2.01614 0.83646
H 3.59057 1.04548 -4.22117
H 2.88913 -1.30120 -3.89366
H 2.00835 -2.03633 -1.69392
H 2.68880 1.88181 -0.12428
H 3.45470 2.64683 -2.34806
H 3.03288 -0.20457 3.48202
H 5.31515 -0.56348 4.37556
H 7.05316 -1.58034 2.94342
H 6.50374 -2.25358 0.63061
H 4.26210 -1.83932 -0.27905
H 2.62434 -3.62582 0.46174
H 1.11427 -5.57188 0.19017
H -1.32614 -5.26422 0.33552
H -2.29097 -3.06326 0.82301
C -3.18639 0.44818 -2.20843
As -1.28915 0.14035 -1.79678
C -0.68264 1.58620 -2.99334
C -1.04364 -1.43726 -3.02451
C -1.24823 -1.19338 -4.48144
C -0.22318 -0.65854 -5.26387
C -0.40146 -0.42212 -6.61660
C -1.61406 -0.72117 -7.22207
C -2.64366 -1.24779 -6.45870
C -2.46401 -1.47501 -5.10169
H -3.31760 0.69583 -3.26161
H -3.53896 1.27435 -1.59275
H -3.78737 -0.43111 -1.97852
H -0.99338 1.37707 -4.01434
H 0.40185 1.70223 -2.98118
H -1.14883 2.51891 -2.67771
H -1.73909 -2.19133 -2.65043
H -0.03146 -1.79889 -2.84821
H 0.72336 -0.41928 -4.79558
H 0.40611 0.00287 -7.19983
H -1.75206 -0.54700 -8.28128
H -3.59218 -1.48492 -6.92415
H -3.27549 -1.88603 -4.51209
I -2.22784 6.26566 1.65721
C -1.60043 4.49570 0.77153
C -0.33695 4.21040 0.31149
N -0.39086 2.94804 -0.14624
N -1.59908 2.39681 -0.00200
C -2.35454 3.33319 0.54499
H 0.54926 4.81922 0.28667
H 0.36152 2.38332 -0.51299
H -3.39630 3.15737 0.75477

---

Entry 5:
The following is a DFT calculation (ωB97M-V/def2-TZVPD) of a molecular structure, C39H40AuN5P2SSeTe.

Properties
* Kohn-Sham gap: 7.51 eV
* HOMO: -0.473 Ha
* charge: +2
* 2S+1: 1

Cartesian coordinates (Å):
Au -1.19775 -2.12394 0.77858
Te -0.50162 3.30896 0.57357
C -0.47892 4.09536 -1.38323
C 0.67437 4.73194 -1.82881
C 0.65971 5.32742 -3.08602
N -0.39568 5.30293 -3.89329
C -1.49700 4.69818 -3.45551
C -1.59407 4.08734 -2.21150
C -0.27709 1.10631 0.04742
P 2.64544 -0.91084 0.97273
C 2.54991 -1.66129 -0.69773
C 3.72394 -2.21573 -1.21293
C 3.70926 -2.92482 -2.40584
C 2.52188 -3.10018 -3.10147
C 1.34689 -2.56313 -2.59410
C 1.36551 -1.85481 -1.40149
C 3.99743 0.28719 0.76474
C 4.54107 0.77555 1.95294
C 5.51334 1.76636 1.92918
C 5.95606 2.26826 0.71617
C 5.43303 1.77647 -0.47596
C 4.45821 0.79422 -0.45393
P -1.76905 0.09413 0.55477
C -2.35170 0.68537 2.16912
C -3.66418 0.31018 2.47114
C -4.22246 0.64239 3.69441
C -3.47683 1.34538 4.63087
C -2.16790 1.70059 4.34417
C -1.60096 1.36528 3.12299
C -3.14367 0.44923 -0.56756
C -3.81727 1.67344 -0.53838
C -4.86920 1.90321 -1.40963
C -5.26077 0.91618 -2.30818
C -4.61131 -0.31022 -2.32798
C -3.55845 -0.54794 -1.45447
H 1.56467 4.78086 -1.21558
H 1.53842 5.84295 -3.45685
H -2.34999 4.71207 -4.12508
H -2.52685 3.63471 -1.90426
H 4.66180 -2.09663 -0.68242
H 4.62965 -3.34481 -2.78858
H 2.51196 -3.65844 -4.02795
H 0.41080 -2.70885 -3.12065
H 0.43965 -1.45189 -1.01527
H 4.20543 0.37486 2.90271
H 5.92979 2.13696 2.85587
H 6.72087 3.03288 0.69417
H 5.80099 2.15206 -1.42196
H 4.07791 0.39815 -1.38877
H -4.26276 -0.23044 1.74702
H -5.24333 0.35841 3.91172
H -3.91474 1.61202 5.58320
H -1.57726 2.23636 5.07500
H -0.56398 1.61596 2.94803
H -3.53302 2.43167 0.18076
H -5.39656 2.84763 -1.37875
H -6.08729 1.09950 -2.98167
H -4.93312 -1.08658 -3.00882
H -3.05946 -1.51109 -1.45370
S 1.04880 0.63762 1.19280
C 0.14834 1.12461 -1.39588
N 1.41143 1.37826 -1.65898
C 1.97355 1.35721 -3.00784
C 0.90048 1.76148 -4.00195
C -0.32891 0.90034 -3.79252
N -0.70711 0.91085 -2.37412
H 2.02177 1.52381 -0.86209
H 2.34402 0.34780 -3.21243
H 2.81767 2.04437 -3.02739
H 1.26691 1.63507 -5.01917
H 0.64606 2.80994 -3.86559
H -0.13962 -0.13212 -4.09404
H -1.17761 1.27293 -4.36347
H -1.67310 0.73757 -2.13365
C 1.94674 -4.80886 3.23584
N 0.55648 -4.76139 3.67771
C 0.12905 -4.88155 4.98221
C -1.21605 -4.76407 4.97040
N -1.59374 -4.57848 3.65791
C -2.96328 -4.41941 3.18713
C -0.50294 -4.57313 2.87750
Se -0.43484 -4.43775 0.99999
H 2.56131 -5.09106 4.08554
H 2.24830 -3.83012 2.86631
H 2.05812 -5.54579 2.44505
H 0.81384 -5.04696 5.79414
H -1.93336 -4.80552 5.76992
H -3.63417 -4.62441 4.01605
H -3.15333 -5.11753 2.37565
H -3.11853 -3.40101 2.83195